The following is a quantum chemistry calculation of a cluster of 7 separate species, C36H27BClIO25P in total at a distorted geometry, from OMol25.

## Properties
* HOMO-LUMO gap: 3.955 eV
* net charge: -1
* E: -119543.407 eV
* max |F|: 7.445 eV/Å
* LUMO level: -0.809 eV
* HOMO level: -0.175 Ha

CARTESIAN COORDINATES (ANGSTROEM)
O  -1.469  9.116  -5.078
P  -1.908  7.671  -5.642
B  -1.478  6.385  -4.285
Cl  0.364  6.296  -3.932
I  -2.717  6.723  -2.502
H  -1.206  7.319  -6.869
H  -3.348  7.767  -5.863
H  -1.777  5.326  -4.712
C  -3.556  1.575  -5.064
C  -3.663  0.246  -5.114
C  -2.462  -0.631  -5.029
O  -2.594  -1.850  -5.058
C  -1.145  0.013  -4.918
C  -1.037  1.343  -4.872
C  -2.240  2.218  -4.928
O  -2.110  3.436  -4.865
O  0.199  1.955  -4.769
O  -4.896  -0.366  -5.244
H  -4.420  2.224  -5.122
H  -0.279  -0.635  -4.875
H  0.011  2.919  -4.753
H  -4.709  -1.330  -5.254
C  4.842  -0.986  -5.857
C  5.399  -0.756  -4.666
C  4.664  -0.024  -3.597
O  5.195  0.155  -2.506
C  3.311  0.466  -3.902
C  2.756  0.239  -5.095
C  3.480  -0.517  -6.153
O  2.937  -0.725  -7.233
O  1.486  0.699  -5.389
O  6.680  -1.192  -4.381
H  5.364  -1.519  -6.642
H  2.795  1.012  -3.123
H  1.310  0.407  -6.310
H  6.854  -0.905  -3.458
C  -3.206  -0.887  0.970
C  -2.085  -0.563  0.324
C  -2.123  0.077  -1.020
O  -1.076  0.381  -1.581
C  -3.439  0.319  -1.631
C  -4.561  -0.008  -0.986
C  -4.523  -0.623  0.369
O  -5.571  -0.896  0.944
O  -5.802  0.214  -1.555
O  -0.843  -0.811  0.881
H  -3.193  -1.351  1.948
H  -3.453  0.769  -2.615
H  -6.453  -0.105  -0.894
H  -0.192  -0.486  0.222
C  5.176  -3.182  1.214
C  4.990  -2.011  0.602
C  3.823  -1.145  0.927
O  3.689  -0.066  0.361
C  2.860  -1.633  1.926
C  3.044  -2.806  2.535
C  4.226  -3.658  2.231
O  4.378  -4.723  2.821
O  2.141  -3.272  3.474
O  5.878  -1.558  -0.356
H  6.022  -3.820  0.990
H  2.006  -1.002  2.139
H  2.496  -4.138  3.770
H  5.526  -0.689  -0.648
C  -5.909  2.231  4.617
C  -6.062  1.623  3.439
C  -7.360  1.664  2.710
O  -7.465  1.111  1.621
C  -8.483  2.374  3.341
C  -8.331  2.979  4.521
C  -7.025  2.962  5.236
O  -6.911  3.543  6.310
O  -9.383  3.647  5.121
O  -5.018  0.932  2.852
H  -4.971  2.212  5.156
H  -9.426  2.381  2.809
H  -9.021  4.000  5.963
H  -5.378  0.584  2.007
C  5.066  -4.191  6.159
C  4.327  -4.307  7.264
C  4.952  -4.300  8.616
O  4.245  -4.390  9.614
C  6.416  -4.188  8.698
C  7.155  -4.074  7.593
C  6.528  -4.054  6.242
O  7.232  -3.930  5.246
O  8.532  -3.971  7.663
O  2.953  -4.439  7.193
H  4.625  -4.192  5.170
H  6.858  -4.202  9.686
H  8.836  -3.899  6.731
H  2.649  -4.505  8.124

***

The following is a quantum chemistry calculation of a structure of composition C36H27F5NO3SSeSnTe, from OMol25.

## Properties
* ⟨S²⟩: 0.761
* HOMO-LUMO gap (spin up / spin down): 7.531 / 6.405 eV
* E: -148296.653 eV
* max |F|: 0.312 eV/Å
* LUMO level (spin up / spin down): 0.118 / -1.855 eV
* multiplicity: 2
* HOMO level (spin up / spin down): -0.272 / -0.304 Ha

CARTESIAN COORDINATES (ANGSTROEM)
Sn  0.345  -3.059  -0.594
O  -1.442  -1.617  2.501
C  -1.286  -2.594  1.785
O  -0.092  -2.985  1.409
C  -2.489  -3.382  1.320
C  -3.682  -3.065  1.975
C  -4.879  -3.675  1.661
C  -4.907  -4.622  0.645
C  -3.744  -4.939  -0.030
C  -2.519  -4.343  0.294
S  -1.183  -4.954  -0.721
H  -3.632  -2.311  2.748
H  -5.782  -3.411  2.195
H  -5.834  -5.108  0.368
H  -3.769  -5.661  -0.837
C  0.232  5.738  4.364
C  0.266  4.504  3.506
C  0.440  3.247  4.066
C  0.453  2.095  3.288
C  0.662  0.760  3.960
C  0.282  2.231  1.905
Te  0.318  0.424  0.833
N  -1.379  0.715  -0.152
C  -1.785  -0.393  -0.708
O  -1.156  -1.516  -0.667
C  -3.099  -0.392  -1.414
C  -3.589  -1.579  -1.952
C  -4.819  -1.592  -2.591
C  -5.558  -0.423  -2.699
C  -5.070  0.762  -2.164
C  -3.845  0.779  -1.518
C  1.625  0.971  -0.730
C  1.160  0.923  -2.037
C  2.021  1.223  -3.082
C  3.333  1.579  -2.805
C  3.786  1.620  -1.494
C  2.947  1.300  -0.430
C  3.457  1.313  0.984
C  0.116  3.486  1.302
C  -0.025  3.685  -0.183
C  0.109  4.602  2.129
H  0.538  5.519  5.386
H  -0.777  6.154  4.397
H  0.890  6.510  3.966
H  0.567  3.155  5.139
H  0.675  0.885  5.041
H  1.620  0.316  3.673
H  -0.118  0.037  3.713
H  -3.008  -2.486  -1.859
H  -5.200  -2.518  -3.001
H  -6.519  -0.435  -3.198
H  -5.649  1.673  -2.246
H  -3.457  1.690  -1.084
H  0.125  0.675  -2.238
H  1.666  1.184  -4.103
H  4.012  1.821  -3.613
H  4.817  1.882  -1.289
H  4.533  1.473  1.005
H  3.264  0.353  1.475
H  2.982  2.101  1.572
H  -0.680  2.940  -0.628
H  0.948  3.617  -0.676
H  -0.433  4.674  -0.388
H  -0.025  5.579  1.678
F  5.741  -1.656  -4.791
C  5.115  -1.952  -3.655
C  4.149  -2.941  -3.629
F  3.850  -3.605  -4.745
C  3.502  -3.235  -2.442
F  2.589  -4.217  -2.467
C  3.771  -2.553  -1.264
Se  2.865  -2.888  0.380
C  4.763  -1.583  -1.320
F  5.109  -0.911  -0.217
C  5.429  -1.275  -2.490
F  6.359  -0.318  -2.509

***

The following is a quantum chemistry calculation of a structure of composition C36H27N2O4PPt at a distorted geometry, from OMol25.

## Properties
* HOMO-LUMO gap (spin up / spin down): 6.195 / 6.195 eV
* E: -61475.696 eV
* max |F|: 1.186 eV/Å
* LUMO level (spin up / spin down): -0.954 / -0.953 eV
* HOMO level (spin up / spin down): -0.263 / -0.263 Ha

CARTESIAN COORDINATES (ANGSTROEM)
Pt  -0.113  -0.061  -0.396
C  1.101  2.944  1.101
O  0.050  1.988  1.061
C  -0.616  1.662  2.208
C  -0.787  2.584  3.228
C  -1.462  2.241  4.388
C  -1.967  0.960  4.534
C  -1.806  0.032  3.523
C  -1.148  0.357  2.332
N  -0.961  -0.620  1.324
N  -1.521  -1.750  1.516
C  -1.295  -2.812  0.752
C  -0.177  -2.931  -0.168
O  0.728  -2.060  -0.274
C  -0.085  -4.130  -0.953
C  -0.990  -5.124  -0.836
C  -2.053  -5.079  0.126
C  -2.939  -6.157  0.285
C  -3.928  -6.124  1.237
C  -4.058  -4.998  2.058
C  -3.212  -3.924  1.907
C  -2.192  -3.940  0.942
H  0.705  3.961  1.160
H  1.644  2.819  0.167
H  1.765  2.755  1.946
H  -0.393  3.585  3.112
H  -1.584  2.973  5.176
H  -2.473  0.673  5.446
H  -2.177  -0.976  3.630
H  0.736  -4.178  -1.658
H  -0.920  -5.995  -1.478
H  -2.824  -7.025  -0.354
H  -4.597  -6.966  1.360
H  -4.832  -4.975  2.815
H  -3.318  -3.047  2.530
O  1.289  -0.951  -3.440
C  0.679  0.002  -3.005
O  0.990  0.736  -1.960
C  -0.518  0.532  -3.785
C  -0.355  0.671  -5.161
C  -1.349  1.242  -5.937
C  -2.532  1.673  -5.348
C  -2.714  1.520  -3.985
C  -1.712  0.951  -3.197
P  -2.010  0.749  -1.422
C  -2.618  2.381  -0.895
C  -3.856  2.616  -0.306
C  -4.194  3.897  0.115
C  -3.305  4.945  -0.055
C  -2.069  4.716  -0.649
C  -1.726  3.442  -1.064
C  -3.391  -0.414  -1.254
C  -3.924  -0.646  0.017
C  -4.943  -1.565  0.190
C  -5.430  -2.279  -0.897
C  -4.888  -2.071  -2.155
C  -3.874  -1.141  -2.338
H  0.567  0.321  -5.605
H  -1.203  1.354  -7.004
H  -3.309  2.121  -5.952
H  -3.640  1.841  -3.521
H  -4.569  1.815  -0.180
H  -5.158  4.075  0.573
H  -3.573  5.942  0.271
H  -1.377  5.537  -0.785
H  -0.757  3.252  -1.514
H  -3.526  -0.120  0.877
H  -5.350  -1.739  1.178
H  -6.221  -3.005  -0.759
H  -5.251  -2.637  -3.004
H  -3.446  -0.992  -3.320

***

The following is a quantum chemistry calculation of a structure of composition C36H28BClN13O6Pb, from OMol25.

## Properties
* ⟨S²⟩: 0.770
* HOMO-LUMO gap (spin up / spin down): 5.826 / 3.615 eV
* net charge: +2
* E: -87874.299 eV
* max |F|: 0.736 eV/Å
* LUMO level (spin up / spin down): -7.176 / -9.387 eV
* multiplicity: 2
* HOMO level (spin up / spin down): -0.478 / -0.478 Ha

CARTESIAN COORDINATES (ANGSTROEM)
Pb  -0.406  0.161  0.023
O  -1.511  2.189  4.727
C  -1.818  3.114  3.808
C  -3.015  3.824  3.841
C  -3.288  4.762  2.868
C  -2.388  5.020  1.828
C  -1.211  4.320  1.774
C  -0.896  3.360  2.764
C  0.336  2.636  2.755
O  0.875  1.878  3.483
N  1.117  2.923  1.341
N  2.178  2.427  1.295
C  3.353  1.990  1.210
C  3.721  0.723  0.576
C  5.071  0.514  0.342
C  5.444  -0.660  -0.308
C  4.454  -1.542  -0.685
C  3.123  -1.231  -0.403
N  2.741  -0.128  0.221
H  -2.219  2.134  5.382
H  -3.726  3.633  4.635
H  -4.223  5.304  2.912
H  -2.622  5.757  1.074
H  -0.518  4.507  0.969
H  4.106  2.675  1.590
H  5.809  1.248  0.630
H  6.485  -0.864  -0.517
H  4.692  -2.467  -1.189
H  2.334  -1.908  -0.708
C  -1.119  -3.348  -2.636
C  -0.612  -2.753  -1.494
N  -0.565  -1.426  -1.643
N  -1.052  -1.146  -2.874
C  -1.386  -2.286  -3.485
B  -1.031  0.331  -3.407
N  0.410  0.868  -3.157
C  1.468  0.888  -3.984
C  2.483  1.605  -3.384
C  1.943  1.980  -2.154
N  0.702  1.526  -2.010
N  -2.043  1.181  -2.599
C  -2.982  2.006  -3.091
C  -3.622  2.626  -2.038
C  -3.000  2.112  -0.905
N  -2.052  1.249  -1.253
N  -1.406  0.415  -4.862
C  -0.976  1.250  -5.844
C  -1.809  1.096  -6.926
C  -2.750  0.143  -6.503
N  -2.521  -0.254  -5.269
H  -1.271  -4.393  -2.832
H  -0.288  -3.207  -0.571
H  -1.810  -2.259  -4.473
H  1.437  0.391  -4.938
H  3.450  1.837  -3.791
H  2.392  2.583  -1.381
H  -3.142  2.085  -4.152
H  -4.427  3.334  -2.089
H  -3.205  2.304  0.136
H  -0.135  1.906  -5.709
H  -1.754  1.605  -7.870
H  -3.590  -0.259  -7.045
O  -4.301  -3.932  3.498
C  -3.099  -4.335  3.737
O  -2.785  -5.283  4.418
C  -1.949  -3.572  3.127
C  -0.544  -3.892  3.431
Cl  0.072  -5.077  4.401
N  0.189  -3.019  2.778
N  -0.593  -2.125  2.064
C  -1.840  -2.451  2.244
C  -2.929  -1.628  1.543
O  -4.092  -1.925  1.838
O  -2.553  -0.746  0.750
C  1.615  -2.835  2.788
C  2.420  -3.844  2.288
C  3.795  -3.675  2.340
C  4.332  -2.517  2.886
C  3.501  -1.516  3.372
C  2.123  -1.665  3.327
H  -4.323  -3.126  2.859
H  1.987  -4.740  1.862
H  4.444  -4.454  1.964
H  5.405  -2.404  2.951
H  3.926  -0.627  3.818
H  1.460  -0.905  3.714

***

The following is a quantum chemistry calculation of a structure of composition C36H28Cl5N5OS4Ti at a distorted geometry, from OMol25.

## Properties
* HOMO-LUMO gap: 6.610 eV
* E: -176355.212 eV
* max |F|: 2.129 eV/Å
* LUMO level: -0.905 eV
* HOMO level: -0.276 Ha

CARTESIAN COORDINATES (ANGSTROEM)
Ti  0.988  0.058  -0.813
C  -0.857  -3.419  0.949
C  0.160  -2.528  0.309
N  -0.170  -1.369  -0.169
N  -1.395  -0.811  0.111
C  -1.552  -0.366  1.351
S  -0.374  -0.367  2.558
S  -3.183  0.299  1.550
C  -3.460  0.373  3.361
C  -4.145  -0.865  3.870
C  -3.426  -1.899  4.465
C  -4.070  -3.054  4.886
C  -5.440  -3.196  4.721
C  -6.166  -2.162  4.148
C  -5.523  -1.008  3.728
C  1.557  -2.922  0.347
C  1.930  -4.258  0.515
C  3.232  -4.609  0.798
C  4.186  -3.610  0.962
C  3.845  -2.284  0.796
C  2.546  -1.908  0.443
O  2.245  -0.634  0.236
H  -1.818  -2.919  1.020
H  -0.530  -3.705  1.947
H  -0.980  -4.323  0.347
H  -4.093  1.250  3.497
H  -2.489  0.540  3.821
H  -2.357  -1.800  4.588
H  -3.495  -3.848  5.346
H  -5.938  -4.104  5.036
H  -7.238  -2.251  4.019
H  -6.097  -0.209  3.272
H  1.181  -5.030  0.401
H  3.505  -5.648  0.917
H  5.206  -3.870  1.214
H  4.594  -1.515  0.942
C  0.374  3.124  -3.226
C  -0.252  1.808  -3.582
C  -1.279  1.809  -4.555
C  -1.970  0.669  -4.827
C  -1.541  -0.547  -4.253
C  -2.135  -1.796  -4.532
C  -1.550  -2.947  -4.076
C  -0.328  -2.903  -3.387
C  0.266  -1.697  -3.082
S  1.884  -1.558  -2.456
C  -0.396  -0.489  -3.429
N  0.155  0.692  -3.003
H  1.207  3.312  -3.908
H  0.769  3.111  -2.216
H  -0.353  3.929  -3.328
H  -1.545  2.745  -5.027
H  -2.825  0.678  -5.492
H  -3.036  -1.830  -5.131
H  -1.999  -3.906  -4.301
H  0.186  -3.814  -3.110
Cl  2.136  2.007  1.501
C  0.740  2.674  0.738
C  0.009  1.863  -0.144
C  -1.227  2.430  -0.522
Cl  -2.392  1.528  -1.423
C  -1.619  3.723  -0.169
Cl  -3.125  4.358  -0.704
C  -0.785  4.518  0.606
Cl  -1.221  6.136  0.986
C  0.396  3.975  1.088
Cl  1.432  4.923  2.090
C  3.788  4.567  -0.871
N  4.463  3.396  -0.352
C  5.442  3.390  0.624
C  5.756  2.105  0.874
N  4.975  1.341  0.033
C  4.157  2.125  -0.697
S  3.026  1.631  -1.842
H  2.910  4.801  -0.267
H  3.466  4.365  -1.889
H  4.476  5.409  -0.855
H  5.815  4.298  1.063
H  6.476  1.679  1.549
H  4.901  0.339  0.018

***

The following is a quantum chemistry calculation of a structure of composition C36H28MoN6O9S, from OMol25.

## Properties
* HOMO-LUMO gap (spin up / spin down): 4.764 / 4.769 eV
* net charge: -2
* E: -77849.878 eV
* max |F|: 0.919 eV/Å
* LUMO level (spin up / spin down): 4.091 / 4.091 eV
* HOMO level (spin up / spin down): -0.025 / -0.025 Ha

CARTESIAN COORDINATES (ANGSTROEM)
Mo  -1.317  -0.419  0.859
O  0.578  0.295  1.874
C  0.632  1.675  2.250
C  -0.853  2.117  2.486
O  -1.083  3.157  3.097
O  -1.714  1.355  1.957
C  1.170  2.547  1.109
C  1.538  1.996  -0.109
C  2.038  2.794  -1.129
C  2.157  4.163  -0.950
C  1.769  4.726  0.261
C  1.284  3.926  1.282
C  1.544  1.837  3.476
C  2.614  0.956  3.640
C  3.497  1.097  4.700
C  3.330  2.117  5.625
C  2.267  2.993  5.473
C  1.384  2.860  4.409
H  1.414  -0.017  1.479
H  1.432  0.936  -0.274
H  2.325  2.333  -2.067
H  2.542  4.789  -1.747
H  1.844  5.797  0.411
H  0.965  4.370  2.215
H  2.777  0.150  2.940
H  4.318  0.397  4.799
H  4.017  2.224  6.457
H  2.111  3.789  6.192
H  0.540  3.525  4.309
O  -5.977  -2.362  3.972
C  -6.391  -1.780  2.868
O  -7.572  -1.675  2.586
C  -5.338  -1.250  1.968
C  -5.565  -0.617  0.773
N  -4.353  -0.309  0.250
N  -3.350  -0.718  1.040
C  -3.925  -1.282  2.105
C  -2.994  -1.780  3.138
O  -3.476  -2.374  4.142
O  -1.782  -1.576  2.884
H  -4.931  -2.371  4.061
H  -6.489  -0.370  0.280
H  -4.104  0.202  -0.582
N  3.185  -0.747  -5.702
C  3.097  -1.022  -4.323
C  2.000  -0.582  -3.586
C  1.930  -0.824  -2.226
C  2.957  -1.507  -1.583
C  4.046  -1.956  -2.310
C  4.121  -1.708  -3.673
S  2.849  -1.802  0.172
O  3.629  -2.982  0.460
O  3.288  -0.580  0.837
N  1.297  -1.845  0.443
C  0.487  -2.775  -0.059
N  -0.837  -2.538  0.174
C  -1.702  -3.443  -0.248
C  -1.306  -4.567  -0.959
C  0.047  -4.653  -1.253
N  0.949  -3.778  -0.838
H  2.283  -0.585  -6.125
H  3.694  -1.450  -6.215
H  1.184  -0.059  -4.076
H  1.052  -0.510  -1.670
H  4.823  -2.515  -1.804
H  4.975  -2.057  -4.243
H  -2.743  -3.235  -0.026
H  -2.018  -5.303  -1.304
H  0.424  -5.466  -1.869
C  -1.424  0.120  -0.805
C  -1.681  0.422  -2.192
C  -2.352  -0.489  -3.030
C  -2.554  -0.220  -4.375
C  -2.095  0.968  -4.934
C  -1.435  1.885  -4.121
C  -1.234  1.621  -2.776
H  -2.692  -1.425  -2.601
H  -3.070  -0.945  -4.995
H  -2.251  1.177  -5.986
H  -1.074  2.818  -4.540
H  -0.721  2.336  -2.146